No. 1
{"formula": "C4H8OS", "method": "ωB97M-V/def2-TZVPD", "elements": ["C", "C", "C", "C", "H", "H", "H", "H", "H", "H", "H", "H", "O", "S"], "xyz": [[2.2041, -0.5136, -0.3977], [0.5698, 0.7529, 0.0080], [-0.7279, 0.8457, 0.1943], [-1.3600, -0.3992, 0.4781], [2.6346, -1.6219, -0.5450], [2.0353, -0.0679, -1.4093], [2.9350, -0.0619, 0.3190], [0.9184, 1.6966, -0.5399], [-1.3030, 1.8493, -0.3804], [-0.4928, -1.0821, -0.2193], [-1.5985, -1.0385, 1.7814], [-3.8030, 0.5232, 0.7942], [1.0109, -0.5184, 0.2911], [-3.0227, -0.3641, -0.3743]], "lowdin_charge": [-0.1397, -0.2604, -0.3107, -0.6446, 0.1329, 0.1024, 0.1057, 0.1577, 0.1726, 0.1644, 0.1991, 0.0061, -0.2010, 0.5154], "total_energy_ev": -17153.555, "e_homo_ev": -8.76, "lumo_energy_ev": 0.63, "molar_mass_g_mol": 104.2, "homo_lumo_gap_ev": 9.387}

=====

No. 2
{"formula": "C3H4FeLiO3", "method": "ωB97M-V/def2-TZVPD", "elements": ["H", "C", "C", "O", "C", "O", "Fe", "O", "H", "H", "H", "Li"], "xyz": [[1.7549, 1.2042, -0.4680], [0.6847, 1.3473, -0.2280], [0.3455, 0.7493, 1.1138], [0.1501, -0.6910, 0.7751], [-0.4782, -1.7322, 1.3903], [-0.4540, -2.7011, 0.4386], [-0.3284, -1.0103, -1.1262], [-0.0809, 0.8440, -1.3440], [0.5255, 2.4372, -0.1186], [-0.6798, 1.0668, 1.3774], [-0.8239, -3.5381, 0.7466], [-0.6155, 2.0239, -2.5570]], "lowdin_charge": [0.1469, -0.2554, 0.1491, -0.2200, 0.0382, 0.0338, 1.2281, -0.4424, 0.1455, 0.1508, 0.1547, 0.8706], "total_energy_ev": -43888.402, "e_homo_ev": [-18.40, -18.44], "multiplicity": 6, "lumo_energy_ev": [-9.36, -10.22], "charge": 2, "molar_mass_g_mol": 150.8, "homo_lumo_gap_ev": [9.036, 8.224]}

=====

No. 3
{"formula": "C6H10N2S", "method": "ωB97M-V/def2-TZVPD", "elements": ["C", "C", "C", "C", "C", "C", "N", "N", "S", "H", "H", "H", "H", "H", "H", "H", "H", "H", "H"], "xyz": [[-1.2244, 0.7764, 1.5989], [-1.8259, 0.2414, 0.4350], [0.0134, 0.3208, 1.8881], [-1.1441, -0.2499, -0.6367], [0.5890, -0.7496, 1.1155], [1.3137, 0.8704, -2.1235], [0.1338, -0.7174, -0.6434], [0.9061, -0.4169, -1.6892], [0.0662, -2.5050, 1.7065], [-1.6544, 1.6131, 2.2265], [-2.7936, 0.5644, 0.2783], [0.7662, 0.9024, 2.4410], [-1.5858, -0.1663, -1.6248], [1.6975, -0.7315, 1.1512], [0.3488, 1.2229, -2.4353], [1.6917, 1.3913, -1.3508], [1.9995, 0.7014, -2.9399], [1.6752, -1.0471, -1.9576], [-0.9728, -2.0210, 2.5601]], "lowdin_charge": [-0.1283, -0.1237, -0.2255, -0.1380, -0.4757, -0.0771, -0.0884, -0.1419, 0.6381, 0.1273, 0.0674, 0.1046, 0.1240, 0.0802, 0.0773, 0.0440, 0.0945, 0.1354, -0.0939], "total_energy_ev": -20195.347, "e_homo_ev": -7.72, "lumo_energy_ev": 0.88, "molar_mass_g_mol": 142.2, "homo_lumo_gap_ev": 8.597, "smiles": "CNN1C=CC=C[C@H]1S"}